i | Entry from the OMol25 dataset: a cluster of 2 separate species, CH4ClN3 in total (ωB97M-V/def2-TZVPD).

Properties
- HOMO energy (eV) = -8.599
- LUMO energy (eV) = 0.3
- HOMO-LUMO gap (eV) = 8.903

ORCA input file:
```
! RIJCOSX wB97M-V def2-TZVPD def2/J DEFGRID3
* xyz 0 1
N 0.010 1.092 -0.385
C -0.437 0.481 0.461
N -1.156 0.038 1.461
H -1.520 0.709 2.038
H -1.430 -1.016 1.493
N 2.396 0.708 -1.293
Cl 3.071 0.023 0.170
H 1.387 0.874 -1.041
H 2.971 1.593 -1.544
*
```


ii | Entry from the OMol25 dataset: an isolated molecule of CH4ClN3 (ωB97M-V/def2-TZVPD).

Properties
- HOMO energy (eV) = -9.523
- LUMO energy (eV) = 0.2
- HOMO-LUMO gap (eV) = 9.697

ORCA input file:
```
! RIJCOSX wB97M-V def2-TZVPD def2/J DEFGRID3
* xyz 0 1
Cl 2.179 -0.138 -0.291
N 0.646 0.238 0.719
C -0.427 -0.741 0.442
N -1.072 0.297 -0.590
N -0.167 1.221 0.129
H -1.010 -0.818 1.356
H -0.081 -1.652 0.179
H -0.427 -0.105 -1.316
H 0.358 1.698 -0.628
*
```


Quick one: least stable of them? ii